No. 1
C30H52AsN3O4Si3W | ωB97M-V with the def2-TZVPD basis set

```
94
Properties=species:S:1:pos:R:3:mulliken_charge:R:1
W -0.918 -0.140 0.480 0.43
C -2.591 -2.521 2.282 -1.54
N -2.467 -1.062 2.461 0.81
C -1.772 -0.740 3.741 -1.04
C -0.518 -1.543 4.099 -0.85
C 0.502 -1.758 2.946 -1.25
N 0.181 -1.026 1.817 0.69
C 1.292 0.748 0.172 -2.51
C 1.063 2.176 0.623 4.56
C 1.553 3.230 -0.323 -1.75
C 0.983 4.439 -0.346 -1.19
C -0.161 4.739 0.508 -1.02
C -0.825 3.764 1.133 -0.97
C -0.456 2.357 0.804 0.21
O -0.979 1.362 1.586 -0.64
C -3.859 -0.486 2.531 -1.24
C -4.091 0.714 1.620 0.22
C -4.379 0.233 0.210 -1.35
N -3.318 -0.697 -0.223 0.20
C -3.548 -1.313 -1.318 -0.79
C -2.732 -2.403 -1.800 1.06
C -3.199 -3.220 -2.833 -0.91
C -2.577 -4.421 -3.113 -0.92
C -1.486 -4.826 -2.349 -0.79
C -0.973 -4.007 -1.360 -0.92
C -1.570 -2.777 -1.101 -0.13
O -1.036 -1.948 -0.194 0.56
H -3.093 -2.980 3.139 0.45
H -1.615 -2.983 2.155 0.15
H -3.176 -2.720 1.387 0.55
H -2.471 -0.888 4.569 0.56
H -1.536 0.324 3.706 0.40
H -0.797 -2.524 4.483 0.39
H -0.035 -1.004 4.913 0.41
H 0.567 -2.827 2.688 0.48
H 1.510 -1.494 3.298 0.60
H 2.072 0.193 0.686 0.79
H 2.431 2.991 -0.914 0.83
H 1.373 5.230 -0.972 0.53
H -0.454 5.773 0.636 0.52
H -1.685 3.926 1.770 0.52
H -4.097 -0.220 3.560 0.35
H -4.559 -1.271 2.242 0.54
H -3.219 1.354 1.633 -0.23
H -4.931 1.307 1.981 0.53
H -4.454 1.073 -0.483 0.45
H -5.333 -0.300 0.195 0.56
H -4.470 -1.114 -1.870 0.49
H -4.082 -2.915 -3.381 0.49
H -2.958 -5.058 -3.899 0.47
H -1.033 -5.792 -2.526 0.52
H -0.115 -4.306 -0.773 0.52
O -1.900 1.013 -0.632 -0.42
O -1.022 2.147 -0.612 -0.44
C 0.516 3.069 -3.425 -0.91
Si 1.401 1.411 -3.476 0.61
C 3.275 1.514 -3.523 -1.00
C 0.636 0.250 -4.748 -1.11
As 0.580 0.007 -1.434 0.38
Si 2.112 2.548 2.267 0.56
C 3.881 2.246 1.683 -1.15
C 1.961 4.300 2.917 -1.32
C 1.600 1.325 3.608 -0.27
Si 2.231 -1.871 -1.697 1.06
C 4.050 -1.386 -1.916 -1.48
C 1.643 -2.847 -3.214 -1.41
C 2.171 -2.847 -0.078 -0.27
H 0.147 3.319 -4.422 0.56
H 1.177 3.872 -3.102 0.28
H -0.337 3.033 -2.746 0.16
H 3.563 2.166 -4.352 0.48
H 3.722 0.539 -3.694 0.24
H 3.696 1.934 -2.609 0.30
H 0.733 0.628 -5.766 0.48
H -0.427 0.138 -4.523 0.28
H 1.103 -0.732 -4.699 0.20
H 4.228 3.067 1.052 0.32
H 4.023 1.315 1.129 0.24
H 4.543 2.210 2.551 0.46
H 2.120 5.050 2.143 0.37
H 2.741 4.443 3.669 0.48
H 1.003 4.501 3.394 0.34
H 2.346 0.537 3.735 0.31
H 0.647 0.868 3.359 -0.58
H 1.492 1.832 4.568 0.56
H 4.345 -1.364 -2.965 0.43
H 4.659 -2.151 -1.430 0.43
H 4.306 -0.426 -1.465 0.40
H 2.256 -2.614 -4.086 0.48
H 0.603 -2.615 -3.446 0.35
H 1.716 -3.924 -3.054 0.45
H 2.995 -2.562 0.580 0.46
H 2.264 -3.920 -0.259 0.66
H 1.239 -2.673 0.448 -0.75
```

Computed properties:
HOMO-LUMO gap (alpha / beta), hartree: 0.19314 / 0.19428
Largest force on an atom, eV Å⁻¹: 7.7
Charge: +2
Lowest unoccupied orbital energy (alpha / beta), eV: -8.40 / -8.37
HOMO energy (alpha / beta), Ha: -0.5019 / -0.5019
Multiplicity: 1
Energy relative to the best compared isomer or geometry (same formula, charge and spin), kcal/mol: 117.2

---

No. 2
C18H39Cl2N4O4 | ωB97M-V with the def2-TZVPD basis set

```
67
Properties=species:S:1:pos:R:3:mulliken_charge:R:1
C 2.852 -3.771 -2.301 -1.41
C 1.460 -3.738 -2.925 0.16
Cl 1.313 -5.237 -3.940 -0.24
C 0.310 -3.806 -1.894 -0.48
Cl 0.670 -2.958 -0.368 -0.33
C -0.979 -3.345 -2.569 -0.07
N -2.134 -3.777 -1.749 -0.34
C -3.324 -3.866 -2.564 -0.34
O -4.414 -4.554 -1.905 -0.25
N -4.257 -4.656 -0.499 0.21
O -4.654 -3.715 0.061 -0.24
C -1.032 -1.847 -2.938 0.27
O -0.237 -1.024 -2.425 -0.63
O -1.892 -1.557 -3.793 -0.80
H 3.014 -2.940 -1.623 0.35
H 2.947 -4.712 -1.757 0.32
H 3.576 -3.778 -3.115 0.39
H 1.344 -2.841 -3.530 0.42
H 0.201 -4.864 -1.647 0.72
H -1.050 -3.895 -3.521 0.31
H -1.893 -4.726 -1.468 0.29
H -3.645 -2.865 -2.845 0.39
H -3.136 -4.395 -3.510 0.26
C -1.731 -0.011 0.951 -0.83
C -1.030 -0.765 2.070 0.14
N -0.342 0.107 3.010 0.42
C 0.570 -0.595 3.891 -0.71
C -0.020 -1.606 4.882 -1.09
C -1.155 1.133 3.627 -0.70
C -2.393 0.704 4.427 -1.27
H -1.039 0.655 0.434 -0.02
H -2.120 -0.719 0.219 0.34
H -2.576 0.577 1.319 0.35
H -0.293 -1.415 1.602 -0.13
H -1.759 -1.422 2.570 0.20
H 1.161 0.140 4.448 0.36
H 1.296 -1.123 3.264 0.43
H -0.529 -1.114 5.711 0.25
H 0.784 -2.207 5.315 0.40
H -0.717 -2.293 4.403 0.26
H -1.485 1.814 2.837 0.27
H -0.521 1.752 4.269 0.48
H -2.984 -0.048 3.904 0.26
H -3.039 1.570 4.592 0.42
H -2.128 0.315 5.410 0.29
C 1.120 3.360 1.414 -1.29
C 1.904 4.193 0.414 -0.46
N 2.267 3.449 -0.777 0.20
C 3.251 4.124 -1.599 -0.69
C 2.858 5.457 -2.248 -0.99
C 1.166 2.816 -1.494 -0.62
C 0.023 3.709 -1.988 -1.19
H 1.651 2.440 1.662 0.33
H 0.976 3.923 2.339 0.49
H 0.130 3.097 1.038 0.17
H 2.826 4.524 0.903 0.48
H 1.331 5.105 0.181 0.25
H 3.589 3.437 -2.380 0.36
H 4.137 4.301 -0.977 0.42
H 2.176 5.314 -3.085 0.23
H 3.750 5.949 -2.645 0.40
H 2.398 6.143 -1.536 0.27
H 0.736 2.049 -0.847 0.22
H 1.570 2.256 -2.340 0.35
H -0.314 4.415 -1.226 0.25
H -0.832 3.086 -2.255 0.42
H 0.297 4.271 -2.881 0.34
```

Computed properties:
HOMO-LUMO gap, hartree: 0.27460
Largest force on an atom, eV Å⁻¹: 1.7
Charge: -1
Lowest unoccupied orbital energy, eV: 2.62
HOMO energy, Ha: -0.1782
Multiplicity: 1
Energy relative to the best compared isomer or geometry (same formula, charge and spin), kcal/mol: 0.0

---

No. 3
C9H5ClNO3S | ωB97M-V with the def2-TZVPD basis set

```
20
Properties=species:S:1:pos:R:3:mulliken_charge:R:1
C -0.176 2.776 1.104 -0.37
C 0.057 3.176 -0.171 -0.38
C -0.416 1.451 1.431 -0.51
C -0.115 2.322 -1.244 -0.60
C -0.420 0.491 0.375 -0.33
C -0.358 1.006 -0.951 0.90
C 1.886 -3.950 1.281 0.01
C 0.149 -2.944 -0.795 0.36
C -0.691 -1.538 -0.895 0.76
N -0.479 -0.900 0.431 -0.29
O 0.148 -3.361 0.369 -0.64
O 2.503 -3.012 1.032 -0.22
O 0.744 -3.271 -1.794 -0.68
S -0.334 -0.287 -2.120 -0.25
Cl -2.386 -2.088 -1.012 -0.29
H 0.016 3.498 1.913 0.29
H 0.159 4.283 -0.433 0.22
H -0.469 1.148 2.492 0.32
H 0.174 2.756 -2.127 0.43
H 0.008 -1.556 1.112 0.26
```

Computed properties:
HOMO-LUMO gap, hartree: 0.28009
Largest force on an atom, eV Å⁻¹: 3.1
Charge: -1
Lowest unoccupied orbital energy, eV: 3.09
HOMO energy, Ha: -0.1667
Multiplicity: 1

---

No. 4
C5H8N2 | ωB97M-V with the def2-TZVPD basis set

```
15
Properties=species:S:1:pos:R:3:mulliken_charge:R:1
C -0.889 -1.065 0.770 -1.33
C 0.211 0.007 0.766 0.17
C 1.386 -0.469 -0.110 -0.73
N 0.597 -0.003 -1.270 -0.51
C -0.008 1.010 -0.395 0.24
C -1.385 1.457 -0.642 -0.09
N -2.477 1.828 -0.732 -0.45
H -0.703 -1.787 -0.033 0.34
H -0.936 -1.608 1.716 0.33
H -1.875 -0.633 0.571 0.33
H 0.432 0.446 1.744 0.45
H 1.618 -1.538 -0.078 0.33
H 2.305 0.116 0.050 0.29
H 1.100 0.332 -2.081 0.24
H 0.622 1.906 -0.277 0.38
```

Computed properties:
HOMO-LUMO gap, hartree: 0.39326
Largest force on an atom, eV Å⁻¹: 1.1
Charge: 0
Lowest unoccupied orbital energy, eV: 0.79
HOMO energy, Ha: -0.3642
Multiplicity: 1
Energy relative to the best compared isomer or geometry (same formula, charge and spin), kcal/mol: 35.2